Entry from the OMol25 dataset: a 5-piece molecular cluster, C26H43ClN8O3PS overall at a distorted geometry (the ωB97M-V functional and the def2-TZVPD basis).

The geometry in XYZ format:
```
83
Properties=species:S:1:pos:R:3:forces:R:3
C 4.6625 -3.1087 2.1664 -0.622 -0.447 -0.004
C 3.5009 -1.9379 1.9156 1.549 -0.439 2.139
N 2.6691 -2.4313 0.7462 0.094 0.684 1.326
N 2.1198 -1.3961 0.0061 -2.097 5.417 -3.530
C 0.6213 -1.0765 -0.1704 0.838 4.549 -2.226
P -0.8857 -1.9985 0.5771 0.070 -1.386 1.799
C -2.5404 -1.1341 0.0969 0.268 2.517 -0.836
O -0.7478 -1.7155 2.3136 -0.141 2.493 -2.821
C 0.4403 0.2569 -1.1068 4.623 -4.336 2.988
N -0.7764 1.0044 -1.6057 1.512 -4.054 -5.833
C -1.0336 0.4847 -2.8779 -0.162 -0.395 1.204
S -1.4618 -0.2486 -4.3755 1.583 2.948 5.674
N 1.8890 0.5995 -1.3754 -0.764 -1.690 0.328
C 2.1382 1.8648 -2.2228 1.186 0.657 0.294
C 2.4476 3.0662 -1.1016 0.679 -1.502 0.399
O 1.9965 4.3971 -1.5371 -2.813 -1.164 1.681
C 0.6880 4.7600 -0.9710 -1.644 0.419 5.451
O 0.3437 4.7463 0.3192 2.988 -0.539 -8.363
C 2.9312 -0.3421 -0.7750 -4.595 -0.453 0.323
Cl 4.7855 -0.1892 -0.9775 -4.060 -0.343 0.454
H 5.6663 -2.6815 2.5897 -1.996 -0.743 -0.976
H 4.2429 -3.8765 2.9589 0.883 1.593 -1.585
H 4.8138 -3.7287 1.1647 -0.102 1.568 2.125
H 2.8915 -1.8875 2.9394 0.938 0.064 -2.414
H 3.9681 -0.8678 1.7631 -1.013 -2.322 -0.130
H 1.9098 -3.0067 1.1723 0.437 0.632 -1.016
H -2.6235 -0.9468 -1.0791 0.282 -0.691 2.581
H -3.4978 -1.7093 0.4462 2.251 0.879 -0.399
H -2.4754 -0.0397 0.5662 -0.591 -2.292 -0.898
H -0.7889 -0.7030 2.4477 0.014 -2.119 0.159
H 1.2245 2.1506 -2.8972 1.626 -0.933 1.562
H 3.0622 1.6518 -2.9102 -1.790 0.509 1.370
H 3.6175 3.0308 -0.9261 -2.497 0.599 -0.355
H 1.9235 2.7149 -0.1158 0.900 1.004 -1.808
H -0.1332 5.1604 -1.7371 2.287 -0.819 1.289
C -2.3139 6.1733 1.5855 0.074 -0.054 -0.182
C -2.0107 7.4923 2.2894 0.153 -0.202 -0.309
C -3.1258 7.9285 3.2417 -0.771 0.249 -0.758
C -4.4176 8.1232 2.4648 -7.391 1.173 -4.073
N -5.4893 8.2848 1.8203 8.567 -1.332 5.086
H -3.2036 6.2483 0.9524 0.000 0.043 0.161
H -1.4786 5.8873 0.9384 -0.206 0.018 0.254
H -2.4739 5.3685 2.3120 0.024 0.057 -0.105
H -1.8435 8.2680 1.5322 -0.041 -0.030 0.219
H -1.0779 7.3873 2.8544 -0.158 0.107 0.026
H -2.8550 8.8700 3.7309 -0.258 -0.090 -0.075
H -3.2836 7.1744 4.0205 -0.137 0.103 -0.149
C 4.3311 -2.2410 -4.6193 0.128 0.019 0.025
C 3.3625 -2.9806 -5.5368 0.445 -0.110 0.077
C 1.9063 -2.5607 -5.3271 -0.131 -0.456 0.979
C 1.4858 -2.8613 -3.8977 -2.626 -1.509 7.880
N 1.1370 -3.1107 -2.7119 2.805 2.109 -9.299
H 4.1316 -2.4545 -3.5644 -0.043 0.011 -0.090
H 5.3606 -2.5518 -4.8240 -0.162 0.100 0.020
H 4.2652 -1.1575 -4.7708 0.037 -0.089 0.015
H 3.4667 -4.0592 -5.3668 -0.126 0.176 -0.097
H 3.6438 -2.7900 -6.5783 -0.196 -0.045 0.107
H 1.2546 -3.1080 -6.0162 -0.055 0.067 0.261
H 1.7829 -1.4897 -5.5216 -0.064 -0.113 0.184
C 0.2963 -6.2788 -2.0446 -0.078 0.100 -0.066
C -0.4561 -7.5786 -2.3121 -0.015 0.355 -0.142
C 0.1966 -8.7917 -1.6463 0.919 -0.055 -0.615
C 1.6076 -8.9738 -2.1813 7.955 -1.283 -2.813
N 2.7781 -9.1250 -2.6251 -9.343 1.286 3.502
H 1.3103 -6.3068 -2.4558 -0.100 -0.042 0.091
H -0.2212 -5.4366 -2.5149 0.095 -0.109 0.148
H 0.3652 -6.0795 -0.9691 0.011 0.020 -0.133
H -0.5164 -7.7367 -3.3958 -0.026 -0.100 0.197
H -1.4828 -7.4771 -1.9437 0.114 -0.164 -0.020
H -0.3868 -9.6943 -1.8560 0.281 0.028 0.034
H 0.2373 -8.6586 -0.5597 0.161 -0.059 -0.168
C -4.5037 4.3522 5.0033 -0.012 0.166 0.010
C -5.2561 3.0524 4.7358 -0.046 0.399 -0.202
C -4.6034 1.8393 5.4016 0.910 -0.008 -0.561
C -3.1924 1.6572 4.8666 7.933 -1.297 -2.813
N -2.0219 1.5060 4.4228 -9.294 1.178 3.380
H -3.4897 4.3241 4.5921 -0.070 -0.075 0.085
H -5.0212 5.1944 4.5330 0.027 -0.108 0.098
H -4.4348 4.5515 6.0788 0.014 -0.001 -0.149
H -5.3164 2.8943 3.6521 -0.038 -0.085 0.194
H -6.2828 3.1538 5.1042 0.141 -0.167 -0.026
H -5.1868 0.9367 5.1919 0.290 0.021 0.031
H -4.5627 1.9723 6.4882 0.179 -0.064 -0.171
```
Forces are in eV/Å.

Computed properties:
Total charge = +1
Spin multiplicity = 1
HOMO level = -11.57 eV

Löwdin charges, unit e, in atom order: -0.11, -0.22, -0.02, -0.09, -0.19, 0.88, -0.30, -0.39, -0.16, 0.05, -0.53, 0.71, -0.06, -0.09, -0.14, -0.11, -0.12, -0.04, -0.37, 0.63, 0.08, 0.08, 0.09, 0.13, 0.11, 0.14, 0.04, 0.07, 0.06, 0.06, 0.13, 0.13, 0.15, 0.14, 0.18, -0.11, -0.27, -0.19, -0.17, 0.10, 0.07, 0.04, 0.07, 0.11, 0.11, 0.11, 0.10, -0.12, -0.26, -0.19, -0.14, 0.14, 0.06, 0.08, 0.07, 0.12, 0.12, 0.12, 0.11, -0.14, -0.28, -0.20, -0.17, 0.10, 0.06, 0.05, 0.07, 0.11, 0.11, 0.11, 0.11, -0.12, -0.27, -0.19, -0.16, 0.09, 0.06, 0.07, 0.08, 0.11, 0.11, 0.11, 0.12